Record 1
A 11-piece molecular cluster, C6H30NO11 overall. Source: the Open Molecules 2025 dataset; level of theory: the ωB97M-V functional and the def2-TZVPD basis.

XYZ file:
```
48
Properties=species:S:1:pos:R:3
O 1.9982 3.3897 -1.5566
C 0.9715 3.7755 -1.0464
C 0.1467 2.9606 -0.0929
C 0.7757 1.5970 0.2180
C 0.3015 0.5106 -0.7233
C 0.3899 0.5558 -2.0413
C -0.9018 -0.7293 0.9493
N -0.2442 -0.6825 -0.1433
H 0.6114 4.7990 -1.2421
H -0.8610 2.8488 -0.5064
H 0.0104 3.5562 0.8149
H 0.5838 1.3060 1.2474
H 1.8578 1.6692 0.1128
H 0.8211 1.3935 -2.5690
H 0.0650 -0.2576 -2.6768
H -1.2522 -1.6556 1.3704
H -1.1067 0.1566 1.5349
H -0.1096 -1.5333 -0.6801
H 1.9404 -2.7719 -2.8620
H 2.0429 -2.0983 -1.4951
O 1.3917 -2.5356 -2.1049
H 3.2433 -0.3936 -0.6759
H 2.4806 -0.9853 0.5466
O 2.9508 -1.2367 -0.2611
H -3.1750 1.8072 0.8615
H -3.6960 1.9885 2.3065
O -3.1209 1.4386 1.7667
H -3.6984 -0.5937 0.6440
H -3.2440 -1.6558 -0.4247
O -3.0803 -0.7421 -0.0917
H 3.0187 1.8775 -1.5670
H 4.4975 1.3985 -1.6071
O 3.5915 1.0901 -1.4827
H 1.1134 0.6562 5.1026
H 2.6346 0.3731 4.9578
O 1.7638 0.1292 4.6299
H 0.2529 -3.5066 -1.2716
H -0.1208 -4.6263 -0.2246
O -0.4091 -3.7894 -0.6032
H 1.4816 -0.6395 3.0630
H 1.5595 -2.0224 2.3739
O 1.2955 -1.1083 2.2194
H -3.8741 2.0184 -1.5252
H -2.9702 0.9160 -0.9270
O -3.0965 1.8858 -0.9735
H -3.5068 -3.6650 -1.6708
H -2.1845 -3.5486 -0.8248
O -3.1395 -3.3204 -0.8483
```

Results
- Highest occupied orbital energy: -12.65 eV
- LUMO: -2.684 eV
- Energy: -1128.817429 Eh
- Net charge: +1
- Gap between HOMO and LUMO: 9.97 eV

Here are the Mulliken charges for atoms 1 to 4, given in e:
1. O -0.55
2. C -0.10
3. C -0.74
4. C -0.25

Record 2
A 2-piece molecular cluster, C35H40N5 overall. Source: the Open Molecules 2025 dataset; level of theory: the ωB97M-V functional and the def2-TZVPD basis.

XYZ file:
```
80
Properties=species:S:1:pos:R:3
C -5.4180 -2.7155 -3.9265
C -4.8748 -3.8954 -3.3903
C -3.6758 -3.8475 -2.6796
C -3.0145 -2.6247 -2.5338
C -1.8366 -2.5000 -1.6035
N -0.9525 -1.4239 -2.0474
C 0.2380 -1.8094 -2.4607
N 0.7488 -1.6898 -3.7277
C 1.9857 -2.4285 -3.8915
C 2.3889 -2.7468 -2.4576
N 1.2301 -2.3607 -1.6928
C -3.4625 -1.4951 -3.2173
C -4.7117 -1.5058 -3.8511
H -6.4012 -2.7290 -4.3916
H -5.3946 -4.8481 -3.4941
H -3.2394 -4.7440 -2.2318
H -2.2122 -2.2653 -0.5993
H -1.3219 -3.4837 -1.5366
H 0.1490 -1.4252 -4.5007
H 1.8112 -3.3301 -4.4937
H 2.7331 -1.8001 -4.3803
H 2.6142 -3.8049 -2.2879
H 3.2740 -2.1526 -2.1861
H 1.1230 -2.4746 -0.6939
H -2.8464 -0.5927 -3.1978
H -5.1180 -0.5729 -4.2553
C 4.1251 0.1314 6.7366
N 2.6931 0.0538 6.5478
C 1.9179 -0.3819 7.6922
C 2.1195 0.3477 5.3505
C 0.7143 0.2076 5.1537
C 0.1671 0.2991 3.8824
C 0.9701 0.6104 2.7575
C 0.4119 0.6385 1.4146
C -0.7840 -0.0523 1.1042
C -1.5780 0.2253 0.0017
C -3.0153 0.1146 -0.0147
C -3.7357 0.7866 -1.0311
C -5.1199 0.7159 -1.0856
C -5.8268 0.0221 -0.0938
C -5.1270 -0.6471 0.9153
C -3.7357 -0.6118 0.9621
C 1.0574 1.4648 0.3957
C 1.2082 0.9975 -0.9222
C 1.8486 1.7488 -1.8947
C 2.3702 3.0309 -1.5738
N 3.0454 3.7598 -2.5076
C 3.5252 5.0926 -2.2071
C 3.5243 3.1636 -3.7400
C 2.1607 3.5323 -0.2590
C 1.5146 2.7677 0.6932
C 2.3500 0.8483 2.9788
C 2.9199 0.7112 4.2325
H 4.5205 1.0690 6.3231
H 4.3270 0.0835 7.8114
H 4.6579 -0.7023 6.2464
H 1.0764 -1.0180 7.3905
H 2.5748 -0.9590 8.3564
H 1.5180 0.4727 8.2650
H 0.0578 -0.0256 5.9924
H -0.9004 0.1487 3.7430
H -1.1580 -0.7726 1.8399
H -1.1451 0.7317 -0.8570
H -3.1680 1.3540 -1.7734
H -5.6386 1.2095 -1.9077
H -6.9187 0.0287 -0.1073
H -5.6731 -1.2011 1.6767
H -3.1931 -1.1418 1.7475
H 0.7932 0.0222 -1.1688
H 1.9541 1.3460 -2.9053
H 2.8143 5.6081 -1.5522
H 4.5145 5.0821 -1.7227
H 3.6183 5.6545 -3.1435
H 3.7949 2.1081 -3.5934
H 2.7714 3.2230 -4.5398
H 4.4145 3.7066 -4.0694
H 2.5379 4.5143 0.0259
H 1.3272 3.1860 1.6882
H 2.9884 1.1091 2.1369
H 3.9975 0.8511 4.3369
```

Results
- Energy relative to the best compared isomer or geometry (same formula, charge and spin): 0.0000 eV
- Highest occupied orbital energy: -9.88 eV
- LUMO: -4.019 eV
- Energy: -1631.203574 Eh
- Net charge: +1
- Gap between HOMO and LUMO: 5.87 eV

Here are the Mulliken charges for atoms 1 to 4, given in e:
1. C -0.54
2. C -0.55
3. C -0.67
4. C 0.84

Record 3
C28H21N4RhS as an isolated structure. Source: the Open Molecules 2025 dataset; level of theory: the ωB97M-V functional and the def2-TZVPD basis.

XYZ file:
```
55
Properties=species:S:1:pos:R:3
Rh 0.5823 2.3488 -0.1098
N 2.7194 3.4268 -3.6467
C 2.2300 3.0014 -2.4667
S 0.6987 3.6803 -1.9592
N 2.9886 2.1391 -1.8117
N 2.4146 1.7395 -0.6466
C 3.0017 0.8988 0.1518
C 4.3561 0.3333 -0.0156
C 5.1319 0.0812 1.1213
C 6.4058 -0.4501 1.0156
C 6.9352 -0.7429 -0.2331
C 6.1836 -0.4808 -1.3683
C 4.9107 0.0573 -1.2674
C 2.1734 0.5288 1.3486
C 2.3462 -0.6445 2.0656
C 1.5579 -0.8716 3.1855
C 0.6257 0.0748 3.5712
C 0.4376 1.1777 2.7527
N 1.1682 1.3807 1.6623
H 2.2135 4.1086 -4.1797
H 3.6343 3.1324 -3.9382
H 4.7562 0.3395 2.1025
H 6.9855 -0.6302 1.9114
H 7.9275 -1.1657 -0.3198
H 6.5904 -0.6935 -2.3485
H 4.3361 0.2576 -2.1564
H 3.0794 -1.3695 1.7455
H 1.6740 -1.7888 3.7480
H 0.0131 -0.0544 4.4518
H -0.3323 1.9118 2.9464
C -1.1314 1.6510 -0.0611
C -1.9975 0.7303 -0.0555
C -3.0287 -0.1267 -0.1668
C -3.7865 -0.1834 -1.4408
C -3.9889 0.9850 -2.1766
C -4.6513 0.9464 -3.3917
C -5.1099 -0.2619 -3.8995
C -4.8972 -1.4321 -3.1847
C -4.2440 -1.3938 -1.9628
C -3.3947 -1.0134 0.9592
C -4.6828 -1.5334 1.1018
C -5.0045 -2.3348 2.1872
C -4.0479 -2.6337 3.1462
C -2.7664 -2.1115 3.0203
C -2.4460 -1.3066 1.9428
H -3.6185 1.9223 -1.7818
H -4.8062 1.8629 -3.9463
H -5.6244 -0.2921 -4.8513
H -5.2338 -2.3809 -3.5826
H -4.0622 -2.3149 -1.4241
H -5.4458 -1.2888 0.3754
H -6.0111 -2.7201 2.2862
H -4.2996 -3.2653 3.9883
H -2.0150 -2.3356 3.7677
H -1.4509 -0.8949 1.8382
```

Results
- Energy relative to the best compared isomer or geometry (same formula, charge and spin): 0.0000 eV
- Highest occupied orbital energy (alpha / beta): -6.97 / -7.10 eV
- LUMO (alpha / beta): -1.037 / -1.024 eV
- Energy: -1807.276517 Eh
- Gap between HOMO and LUMO (alpha / beta): 5.93 / 6.07 eV

Here are the Mulliken charges for atoms 1 to 4, given in e:
1. Rh 0.22
2. N -0.39
3. C 0.69
4. S -0.43

Record 4
C47H76F6HfN4O17S2 as an isolated structure. Source: the Open Molecules 2025 dataset; level of theory: the ωB97M-V functional and the def2-TZVPD basis.

XYZ file:
```
153
Properties=species:S:1:pos:R:3
Hf -2.6220 0.4966 1.6497
C -4.5497 3.5720 -2.0023
C -5.2783 2.2158 -1.8147
C -6.3729 1.9502 -2.8665
C -5.7931 1.5903 -4.2175
C -4.7402 0.4269 -4.1388
C -3.6421 0.6280 -3.0577
N -4.2782 1.1034 -1.8475
O -3.3893 0.9328 -0.6643
C -2.5146 1.5568 -3.5686
C -2.9540 -0.8069 -2.9034
C -6.0361 2.1966 -0.4904
H -3.7336 3.7081 -1.2927
H -5.2752 4.3840 -2.0503
H -4.0379 3.5907 -2.9646
H -6.9712 2.8578 -2.9472
H -7.0422 1.1427 -2.5697
H -5.4374 2.5074 -4.6871
H -6.6097 1.1844 -4.8146
H -4.2492 0.4862 -5.1102
H -5.1239 -0.5926 -4.0990
H -2.0023 2.0336 -2.7330
H -2.8360 2.2634 -4.3339
H -1.7975 0.9352 -4.1047
H -2.2891 -1.0797 -3.7229
H -3.7276 -1.5303 -2.6458
H -2.3499 -0.9403 -2.0060
H -6.7788 2.9922 -0.5493
H -5.4886 2.2900 0.4474
H -6.6537 1.3057 -0.3762
C 1.8518 1.8080 0.7191
F 1.6389 2.7542 1.5830
F 2.7821 2.1027 -0.1741
F 2.2361 0.7656 1.5149
S 0.1309 1.2793 -0.0558
O -0.8497 2.2619 0.3731
O 0.2900 1.1671 -1.4822
N -0.5970 -0.1105 0.7900
S 0.3623 -1.3245 0.2260
O -0.3648 -2.2549 -0.6438
O 1.6764 -0.9192 -0.3528
C 0.7531 -2.2730 1.8331
F -0.3506 -2.9643 2.2810
F 1.7584 -3.1022 1.6385
F 1.1223 -1.3428 2.7179
C -0.2829 -4.9109 -5.1289
C -0.7911 -3.8021 -4.5140
C 0.0465 -2.7998 -3.9766
C 1.4280 -2.9771 -4.1648
C 1.9106 -4.0806 -4.8508
C 1.0756 -5.0500 -5.3526
N 2.4106 -1.9461 -3.6746
O 3.6518 -2.1826 -3.6893
O 1.9995 -0.9274 -3.1973
H -0.9746 -5.6017 -5.5880
H -1.8693 -3.7418 -4.5328
H -0.2491 -1.8894 -3.4764
H 2.9470 -4.3373 -5.0130
H 1.5344 -5.8376 -5.9319
C 5.9017 0.4511 -0.4861
C 7.0521 0.4517 0.2992
C 7.3009 -0.7373 0.9767
C 6.4633 -1.8568 0.9840
C 5.3876 -1.8760 0.1126
C 5.0902 -0.7005 -0.6195
N 6.8253 -3.0503 1.7874
O 6.3182 -4.1612 1.5516
O 7.7135 -2.8604 2.6114
H 5.6255 1.3446 -1.0262
H 7.7646 1.2618 0.3471
H 8.2005 -0.8097 1.5700
H 4.7539 -2.7408 -0.0182
H 4.2084 -0.6544 -1.2413
C -2.9805 -3.7063 -0.5526
C -2.9827 -3.1350 0.8330
O -2.7564 -1.9141 1.0489
C -3.1607 -4.1025 1.9844
H -2.6896 -4.7564 -0.5238
H -2.3214 -3.1934 -1.2529
H -4.0298 -3.6767 -0.8463
H -2.1957 -4.5863 2.1352
H -3.9299 -4.8693 1.8927
H -3.3576 -3.5061 2.8753
C 0.9368 1.4170 4.5185
C -0.1522 2.1292 3.7511
O -0.9574 1.5262 3.0359
C -0.1144 3.6233 3.7266
H 1.9138 1.6809 4.1135
H 0.7059 0.3735 4.3047
H 0.7538 1.6857 5.5589
H -0.4884 4.1141 4.6252
H -0.6526 4.0146 2.8633
H 0.9069 3.9460 3.5248
C 2.4468 4.3562 -2.2150
C 1.0168 4.6025 -1.8629
O 0.6256 4.7915 -0.7211
C -0.0317 4.4455 -2.8865
H 2.9006 4.1972 -1.2368
H 2.8522 5.2759 -2.6369
H 2.6787 3.5140 -2.8668
H 0.1064 5.0699 -3.7693
H -0.9697 4.7299 -2.4098
H -0.1606 3.3817 -3.0857
C -2.5258 5.0789 1.1200
C -3.5274 4.0543 1.5568
O -3.2421 2.8544 1.7129
C -4.9505 4.5918 1.9251
H -2.5844 5.9601 1.7587
H -2.6827 5.2358 0.0528
H -1.5223 4.6535 1.1328
H -5.5090 3.8619 2.5111
H -5.4718 4.7778 0.9861
H -4.8765 5.5123 2.5043
C 4.4500 -0.2829 3.2564
C 5.7182 0.1146 3.9435
O 6.4399 0.9679 3.5012
C 5.9420 -0.3553 5.3408
H 3.6492 -0.1015 3.9732
H 4.5570 -1.3403 3.0144
H 4.2638 0.2706 2.3361
H 6.5948 -1.2274 5.3783
H 4.9889 -0.5749 5.8218
H 6.5022 0.4182 5.8661
C -0.9857 -2.0897 5.2804
C -2.3058 -1.6929 4.5691
O -2.3423 -0.9902 3.5233
C -3.5446 -2.2893 5.2151
H -1.0564 -2.1499 6.3665
H -0.1947 -1.3538 5.1358
H -0.6016 -3.0475 4.9296
H -3.2973 -3.3203 5.4683
H -4.4153 -2.1592 4.5724
H -3.7283 -1.8168 6.1800
C 1.0839 1.4730 -4.8954
C 1.4850 2.7556 -5.5611
O 2.6283 3.2161 -5.4451
C 0.3623 3.2955 -6.4373
H 1.9654 1.0727 -4.3946
H 0.9321 0.5974 -5.5264
H 0.3681 1.5926 -4.0820
H -0.5431 3.3391 -5.8318
H 0.1715 2.6453 -7.2910
H 0.7266 4.2931 -6.6825
C 2.3819 -5.9290 5.0520
C 3.8116 -5.5480 4.9853
O 4.6183 -5.6108 5.8890
C 4.1727 -4.9022 3.6763
H 2.1801 -6.9224 4.6515
H 1.7806 -5.1749 4.5441
H 2.0920 -5.9347 6.1028
H 5.1886 -4.5121 3.7386
H 3.4352 -4.1667 3.3550
H 4.1959 -5.7942 3.0504
```

Results
- Energy relative to the best compared isomer or geometry (same formula, charge and spin): 0.0000 eV
- Highest occupied orbital energy: -12.13 eV
- LUMO: -7.539 eV
- Energy: -4777.261381 Eh
- Net charge: +2
- Gap between HOMO and LUMO: 4.59 eV

Here are the Mulliken charges for atoms 1 to 4, given in e:
1. Hf 2.67
2. C -1.49
3. C 1.54
4. C -1.22

Record 5
One molecule with the formula C18H22N2O5S. Source: the Open Molecules 2025 dataset; level of theory: the ωB97M-V functional and the def2-TZVPD basis.

XYZ file:
```
48
Properties=species:S:1:pos:R:3
C -1.4137 -4.5707 -1.0654
O -1.1543 -3.6321 -0.0490
C -0.1011 -2.7908 -0.1937
C 0.7387 -2.7462 -1.2957
C 1.7646 -1.8102 -1.3611
C 1.9651 -0.9534 -0.3034
S 3.2742 0.2534 -0.4430
O 4.5275 -0.3749 -0.1492
O 3.1418 0.8928 -1.7339
N 2.9288 1.3597 0.7787
C 4.0471 1.7648 1.6025
C 2.0392 2.4342 0.3744
C 0.6524 1.8560 0.0672
O -0.1778 1.7132 0.9427
N 0.4713 1.5640 -1.2310
C -0.6848 0.8470 -1.7521
C -1.9611 1.2200 -1.0468
C -2.4354 2.5240 -1.1155
C -3.6059 2.8783 -0.4712
C -4.3198 1.9302 0.2421
C -3.8565 0.6279 0.3078
C -2.6833 0.2736 -0.3345
C 1.1668 -1.0006 0.8273
C 0.1041 -1.8883 0.8829
O -0.7850 -1.9648 1.8938
C -0.7648 -0.9431 2.8719
H -0.5684 -5.2504 -1.2107
H -2.2777 -5.1379 -0.7238
H -1.6553 -4.0808 -2.0143
H 0.5932 -3.4208 -2.1234
H 2.4008 -1.7416 -2.2279
H 4.7226 0.9163 1.6701
H 3.6837 2.0279 2.5967
H 4.5873 2.6159 1.1747
H 1.9350 3.1191 1.2186
H 2.4395 2.9738 -0.4940
H 1.3069 1.5326 -1.8075
H -0.5163 -0.2338 -1.6690
H -0.7610 1.1052 -2.8134
H -1.8742 3.2645 -1.6673
H -3.9624 3.8967 -0.5247
H -5.2337 2.2073 0.7467
H -4.4066 -0.1160 0.8651
H -2.3221 -0.7423 -0.2704
H 1.3690 -0.3206 1.6356
H -1.6568 -1.1032 3.4747
H -0.8028 0.0470 2.4092
H 0.1212 -1.0229 3.5091
```

Results
- Structure (SMILES): COc1ccc(S(=O)(=O)N(C)CC(=O)NCc2ccccc2)cc1OC
- Energy relative to the best compared isomer or geometry (same formula, charge and spin): 1.7028 eV
- Highest occupied orbital energy: -8.45 eV
- LUMO: 0.690 eV
- Energy: -1582.977996 Eh
- Gap between HOMO and LUMO: 9.14 eV

Here are the Mulliken charges for atoms 1 to 4, given in e:
1. C -1.02
2. O -0.41
3. C 0.81
4. C -0.68